(1)
Density functional theory data (wB97M-V/def2-TZVPD) for the molecule C2H2N2O2S.

Values from the calculation:
Orbital gap (spin up / spin down) = 8.801 / 6.417 eV
Spin multiplicity = 3

Atoms and positions in Å:
1 S -1.468 0.094 -1.171
2 O 2.151 -0.265 0.172
3 O 0.771 -1.594 -0.806
4 N -0.741 0.730 2.298
5 N 1.082 -0.560 -0.287
6 C 0.002 0.488 -0.151
7 C -0.358 0.662 1.225
8 H 0.362 1.490 -0.710
9 H -1.801 -1.046 -0.570

Forces on the atoms, in the same order (eV/Å):
S 0.549 0.239 0.005
O 6.944 0.560 2.490
O -0.523 -7.198 -2.834
N -0.094 0.084 0.756
N -6.876 6.979 0.086
C 0.574 1.309 -2.469
C -0.073 0.269 0.066
H -0.506 -2.051 1.693
H 0.004 -0.189 0.207


(2)
Density functional theory data (wB97M-V/def2-TZVPD) for the molecule C2H2N2O3.

Values from the calculation:
Orbital gap = 11.157 eV
Structure (SMILES) = N#COC[N+](=O)[O-]

Atoms and positions in Å:
1 O 2.006 0.403 -1.087
2 O -0.712 0.705 0.054
3 O 2.054 0.338 1.061
4 N 1.541 0.163 -0.008
5 N -3.105 0.346 -0.023
6 C -1.974 0.494 0.012
7 C 0.149 -0.415 0.005
8 H 0.040 -1.040 0.901
9 H 0.002 -0.993 -0.917

Forces on the atoms, in the same order (eV/Å):
O 0.325 0.181 -0.759
O 0.820 0.675 0.051
O 0.364 0.134 0.762
N -0.830 -0.314 -0.002
N -1.146 -0.172 -0.036
C 0.479 -0.165 -0.002
C -0.240 -0.945 -0.018
H 0.110 0.309 -0.224
H 0.117 0.297 0.228


(3)
Density functional theory data (wB97M-V/def2-TZVPD) for the molecule C2H2N2O3.

Values from the calculation:
Orbital gap = 9.747 eV
Structure (SMILES) = O=[N+]([O-])C=C=NO

Atoms and positions in Å:
1 O -2.472 0.996 0.262
2 O 2.719 -0.682 -0.213
3 O 1.503 1.127 -0.272
4 N -1.627 0.138 -0.334
5 N 1.714 -0.060 -0.084
6 C -0.677 -0.479 0.076
7 C 0.533 -0.909 0.358
8 H 0.857 -1.890 0.545
9 H -2.548 1.758 -0.338

Forces on the atoms, in the same order (eV/Å):
O -0.070 0.523 1.393
O 1.573 -0.115 -0.246
O 0.635 -0.484 -0.056
N 0.460 -0.558 -2.080
N -3.188 0.207 0.661
C -0.036 1.169 1.034
C 0.660 0.819 -0.997
H 0.016 -1.007 0.441
H -0.049 -0.555 -0.149


(4)
Density functional theory data (wB97M-V/def2-TZVPD) for a cluster of 3 separate species, C2H2N2O3 in total.

Values from the calculation:
Orbital gap = 9.201 eV

Atoms and positions in Å:
1 O 2.174 1.825 -4.795
2 O 1.028 1.058 1.329
3 O 2.288 1.394 -2.499
4 N 0.239 0.707 0.492
5 N -2.481 -2.269 2.760
6 C 2.210 1.575 -3.667
7 C -2.289 -1.379 2.029
8 H -0.574 0.119 0.945
9 H -2.596 -3.030 3.406

Forces on the atoms, in the same order (eV/Å):
O -0.153 -0.233 -0.199
O -0.643 -0.360 -0.305
O -0.284 0.115 -2.496
N -0.463 -0.361 0.549
N 0.125 0.310 -0.229
C 0.447 0.117 2.696
C -0.095 -0.582 0.476
H 1.065 0.719 -0.249
H 0.001 0.276 -0.243


The records above yield energy relative to the best compared isomer or geometry (same formula, charge and spin) values of 66.7, 100.7, 148.4, 74.3 kcal/mol, respectively.